This record from OMol25 describes a cluster of 3 separate species, C3H12NO4 in total at a distorted geometry. The level of theory is the ωB97M-V functional and the def2-TZVPD basis.

Properties
E_LUMO in eV: -3.1
Total charge: +1
Orbital gap in eV: 11.0415
E_HOMO in eV: -14.10
M in g mol⁻¹: 126.13
Strongest force on any atom in Eh/bohr: 0.0255
Calculated total energy in eV: -12978.839
Energy relative to the best compared isomer or geometry (same formula, charge and spin) in kcal per mole: 40.00
2S+1: 1

Last column: natural (NBO) charge in e.
CARTESIAN COORDINATES (ANGSTROEM)
O 1.42138 0.74988 0.56744  -0.49
C 0.69114 1.30579 -0.19552  0.46
C -0.54237 0.57801 -0.76830  -0.19
C -1.82826 1.22200 -0.23554  -0.08
O -1.46408 1.95500 0.91868  -0.73
N -0.53326 -0.87869 -0.47825  -0.68
H 0.73584 2.33125 -0.58835  0.16
H -0.47176 0.73962 -1.84689  0.24
H -2.62418 0.48503 -0.04904  0.18
H -2.30603 1.91445 -0.93083  0.21
H -2.17874 2.20778 1.51031  0.51
H 0.23100 -1.34397 -0.99366  0.47
H -0.61112 -1.14601 0.51606  0.49
H -1.36279 -1.27294 -0.91178  0.43
H -1.46129 -2.63283 2.38085  0.50
H 0.01631 -2.91740 2.26168  0.50
O -0.71310 -2.49059 1.78792  -0.97
H 3.25782 -1.18313 -0.84472  0.49
H 3.26847 -1.88104 -2.27097  0.49
O 2.75022 -1.36098 -1.64065  -0.98

This record from OMol25 describes a cluster of 4 separate species, C3H12NO4S in total at a distorted geometry. The level of theory is the ωB97M-V functional and the def2-TZVPD basis.

Properties
E_LUMO in eV: 3.0
Total charge: -1
Orbital gap in eV: 6.3297
E_HOMO in eV: -3.35
M in g mol⁻¹: 158.20
Strongest force on any atom in Eh/bohr: 0.0222
Calculated total energy in eV: -23823.205
Energy relative to the best compared isomer or geometry (same formula, charge and spin) in kcal per mole: 4.03
2S+1: 1

Last column: natural (NBO) charge in e.
CARTESIAN COORDINATES (ANGSTROEM)
C -1.25049 0.32011 -1.15716  -0.51
C -2.52852 -0.10960 -0.43857  -0.52
S -2.72953 0.60703 1.25231  -0.70
C -0.06441 -0.33702 -0.49881  0.71
N 0.31250 0.15105 0.70692  -0.86
O 0.51688 -1.28602 -1.03865  -0.71
H -1.16995 1.39986 -1.12234  0.20
H -1.21415 0.03911 -2.21335  0.21
H -2.62085 -1.20070 -0.44314  0.19
H -3.41971 0.24806 -0.95708  0.20
H 0.76843 -0.48782 1.33592  0.37
H -0.43302 0.67073 1.16081  0.43
H 3.03988 -0.40370 1.69898  0.47
H 3.77457 0.74693 0.91388  0.47
O 3.88708 -0.06459 1.40992  -0.95
H 1.63952 3.20645 -0.20711  0.47
H 0.14137 3.36904 -0.42612  0.48
O 0.94755 3.87158 -0.26337  -0.95
H 1.86418 -2.51988 -1.45187  0.51
H 1.85931 -3.78479 -0.63279  0.46
O 2.23158 -3.42477 -1.44134  -0.97

This record from OMol25 describes a cluster of 2 separate species, C3H12NOS in total at a distorted geometry. The level of theory is the ωB97M-V functional and the def2-TZVPD basis.

Properties
E_LUMO in eV: -3.4
Total charge: +1
Orbital gap in eV: 8.7634
E_HOMO in eV: -12.15
M in g mol⁻¹: 110.20
Strongest force on any atom in Eh/bohr: 0.0500
Calculated total energy in eV: -17671.843
Energy relative to the best compared isomer or geometry (same formula, charge and spin) in kcal per mole: 14.06
2S+1: 1

Last column: natural (NBO) charge in e.
CARTESIAN COORDINATES (ANGSTROEM)
C -0.37931 -0.56796 0.06151  -0.21
C 0.42499 0.45346 0.85934  -0.43
C 1.78305 -0.15338 1.22535  -0.50
S 2.78733 1.25246 2.00684  -0.04
N -1.76898 -0.03504 -0.26296  -0.70
H 0.07117 -0.73280 -0.90758  0.23
H -0.42631 -1.47407 0.64906  0.23
H -0.14974 0.75012 1.74149  0.22
H 0.51872 1.39709 0.32280  0.22
H 2.40983 -0.54689 0.43979  0.23
H 1.67791 -0.83231 2.07457  0.23
H 3.17059 0.50013 3.01604  0.13
H -1.92271 0.12698 -1.27525  0.48
H -2.42779 -0.71881 0.11468  0.44
H -2.11310 0.85229 0.12204  0.44
H -1.83584 -0.21144 -3.84707  0.51
H -0.46824 0.07258 -3.31279  0.49
O -1.35156 -0.13241 -3.02786  -0.97

This record from OMol25 describes a cluster of 2 separate species, C3H12NOS in total at a distorted geometry. The level of theory is the ωB97M-V functional and the def2-TZVPD basis.

Properties
E_LUMO in eV: -3.3
Total charge: +1
Orbital gap in eV: 9.7010
E_HOMO in eV: -12.96
M in g mol⁻¹: 110.20
Strongest force on any atom in Eh/bohr: 0.0383
Calculated total energy in eV: -17672.259
Energy relative to the best compared isomer or geometry (same formula, charge and spin) in kcal per mole: 4.46
2S+1: 1

Last column: natural (NBO) charge in e.
CARTESIAN COORDINATES (ANGSTROEM)
C 1.10779 0.22044 -1.04048  -0.20
C -0.11315 1.09283 -1.26941  -0.44
C -1.40612 0.48800 -0.72301  -0.54
S -1.70445 0.75437 1.03229  -0.03
N 1.27944 -0.10363 0.45576  -0.70
H 0.99357 -0.72586 -1.54110  0.22
H 1.99883 0.78198 -1.31077  0.23
H -0.26018 1.06574 -2.35681  0.25
H 0.06519 2.13968 -1.01204  0.23
H -1.27106 -0.59312 -0.84697  0.22
H -2.30407 0.74793 -1.29193  0.25
H -1.84960 2.08269 0.99891  0.14
H 0.46682 -0.47991 0.93867  0.48
H 2.07212 -0.73102 0.60282  0.43
H 1.60502 0.76813 0.87560  0.43
H -0.60818 -2.32575 2.83530  0.50
H 0.11371 -3.02107 1.66596  0.49
O -0.18569 -2.16145 1.98721  -0.98

This record from OMol25 describes the ion C3H12NOSi with charge +1 at a distorted geometry. The level of theory is the ωB97M-V functional and the def2-TZVPD basis.

Properties
SMILES: C[Si](C)(O)C[NH3+]
E_LUMO in eV: -3.6
Total charge: +1
Orbital gap in eV: 10.5991
E_HOMO in eV: -14.20
M in g mol⁻¹: 106.22
Strongest force on any atom in Eh/bohr: 0.0857
Calculated total energy in eV: -14714.708
Energy relative to the best compared isomer or geometry (same formula, charge and spin) in kcal per mole: 1.29
2S+1: 1

Last column: natural (NBO) charge in e.
CARTESIAN COORDINATES (ANGSTROEM)
C -0.02750 0.93656 -1.98655  -1.23
C -0.26888 1.99987 0.92680  -1.08
C -0.92430 -1.34109 0.31643  -0.61
N 0.05439 -2.07510 1.12481  -0.71
O 1.77530 0.02773 0.10110  -1.15
Si 0.24016 0.52377 -0.20345  1.80
H 0.88764 1.13417 -2.59006  0.28
H -0.55233 0.22326 -2.66893  0.27
H -0.44397 1.92515 -2.24137  0.28
H 0.45997 2.11306 1.73887  0.26
H -0.30564 2.87793 0.32969  0.26
H -1.19675 1.81225 1.33974  0.24
H -1.25229 -1.77013 -0.60920  0.24
H -1.83542 -1.18487 0.84434  0.23
H -0.25426 -3.14212 1.09403  0.45
H 0.15208 -1.85750 2.10480  0.45
H 0.89531 -1.81336 0.56164  0.47
H 2.59651 -0.38957 -0.18270  0.55

This record from OMol25 describes a cluster of 2 separate species, C3H12NS in total. The level of theory is the ωB97M-V functional and the def2-TZVPD basis.

Properties
E_LUMO in eV: -3.6
Total charge: +1
Orbital gap in eV: 9.4821
E_HOMO in eV: -13.06
M in g mol⁻¹: 94.20
Strongest force on any atom in Eh/bohr: 0.0160
Calculated total energy in eV: -15624.232
Energy relative to the best compared isomer or geometry (same formula, charge and spin) in kcal per mole: 8.15
2S+1: 1

Last column: natural (NBO) charge in e.
CARTESIAN COORDINATES (ANGSTROEM)
C -0.54548 1.50828 2.89662  -0.41
N 0.41391 1.20665 1.77018  -0.69
H -0.03194 2.03837 3.69396  0.24
H -1.35850 2.08862 2.48564  0.24
H -0.85826 0.55024 3.28928  0.24
H -0.04829 0.56642 1.10159  0.45
H 1.28684 0.75287 2.04041  0.45
H 0.67158 2.03446 1.22947  0.44
C 0.08489 -0.75769 -2.84489  -0.62
C 0.37870 -1.82291 -1.81923  -0.47
S -0.29817 -1.45639 -0.13567  -0.09
H 0.62903 0.16173 -2.66323  0.21
H -0.99000 -0.56133 -2.86684  0.21
H 0.34620 -1.16800 -3.81324  0.24
H -0.14776 -2.73416 -2.09033  0.23
H 1.44148 -2.04064 -1.73411  0.23
H -0.97425 -0.36651 -0.53960  0.11